{
  "formula": "C3H5F",
  "method": "the ωB97M-V functional and the def2-TZVPD basis",
  "species": ["C", "C", "C", "F", "H", "H", "H", "H", "H"],
  "coordinates": [[0.861, -0.586, -1.321], [0.992, 0.115, -0.267], [-1.252, 0.355, 1.397], [-2.149, 0.844, 0.459], [1.661, -0.861, -1.920], [0.005, -0.780, -1.913], [1.622, 0.638, 0.405], [-0.510, 0.973, 1.786], [-1.228, -0.698, 1.373]],
  "homo_ev": [-8.43, -8.49],
  "e_lumo_ev": [0.581, 0.442],
  "relative_energy_kcal_mol": 112.1,
  "total_energy_ha": -216.95946
}

=====

{
  "formula": "C2H4ClF",
  "method": "the ωB97M-V functional and the def2-TZVPD basis",
  "species": ["C", "C", "F", "Cl", "H", "H", "H", "H"],
  "coordinates": [[1.517, 0.391, 0.449], [-1.300, -0.357, -0.542], [-1.385, -1.518, 0.147], [-2.144, 0.933, 0.132], [1.502, 1.047, 1.165], [2.077, 0.613, -0.429], [1.253, -0.616, 0.743], [-1.520, -0.491, -1.666]],
  "homo_ev": [-8.91, -8.82],
  "e_lumo_ev": [-0.045, 0.190],
  "relative_energy_kcal_mol": 105.5,
  "total_energy_ha": -638.49540
}

=====

{
  "formula": "C5H29N2O7",
  "method": "the ωB97M-V functional and the def2-TZVPD basis",
  "species": ["C", "C", "C", "C", "C", "N", "N", "H", "H", "H", "H", "H", "H", "H", "H", "H", "H", "H", "H", "H", "H", "H", "H", "H", "O", "H", "H", "O", "H", "H", "O", "H", "H", "O", "H", "H", "O", "H", "H", "O", "H", "H", "O"],
  "coordinates": [[0.663, 0.653, 2.530], [0.304, -0.273, 1.389], [-0.758, 0.324, 0.492], [-1.081, -0.440, -0.784], [-0.495, -0.645, -3.132], [-0.010, -0.352, -1.779], [-0.200, -1.572, 1.963], [1.417, 0.220, 3.178], [-0.219, 0.951, 3.096], [1.110, 1.578, 2.146], [1.194, -0.507, 0.842], [-0.446, 1.334, 0.221], [-1.678, 0.492, 1.054], [-1.339, -1.487, -0.567], [-1.976, -0.017, -1.226], [-1.004, -1.610, -3.202], [-1.217, 0.106, -3.427], [0.336, -0.622, -3.826], [0.732, -1.010, -1.572], [-0.022, -2.349, 1.298], [-1.211, -1.510, 2.156], [0.287, -1.781, 2.834], [3.405, -2.222, -1.781], [2.984, -0.965, -0.901], [2.695, -1.840, -1.251], [1.000, -4.244, 0.017], [1.727, -2.894, -0.225], [1.129, -3.372, 0.398], [-3.826, 2.521, 0.467], [-2.329, 2.523, 0.080], [-3.054, 1.954, 0.426], [4.092, 1.079, -0.556], [2.560, 1.266, -0.844], [3.229, 0.678, -0.411], [-3.450, -0.391, 2.237], [-3.625, -1.761, 2.952], [-2.966, -1.153, 2.581], [0.657, 1.272, -1.832], [1.388, 2.462, -2.505], [1.181, 2.112, -1.634], [-1.010, 4.430, -0.947], [-0.140, 3.138, -0.792], [-0.916, 3.625, -0.431]],
  "total_charge": 1,
  "homo_ev": -12.56,
  "e_lumo_ev": -2.249,
  "relative_energy_kcal_mol": 0.0,
  "total_energy_ha": -843.93911
}

=====

{
  "formula": "C34H77BF3O14S",
  "method": "the ωB97M-V functional and the def2-TZVPD basis",
  "species": ["C", "C", "C", "C", "C", "C", "C", "C", "C", "B", "O", "C", "S", "C", "O", "C", "F", "F", "F", "C", "C", "C", "C", "C", "O", "O", "C", "C", "O", "C", "O", "O", "H", "H", "H", "H", "H", "H", "H", "H", "H", "H", "H", "H", "H", "H", "H", "H", "H", "H", "H", "H", "H", "H", "H", "H", "H", "H", "H", "H", "H", "H", "H", "H", "H", "H", "H", "C", "C", "O", "H", "H", "H", "H", "H", "H", "C", "C", "O", "H", "H", "H", "H", "H", "H", "C", "C", "O", "H", "H", "H", "H", "H", "H", "C", "C", "O", "H", "H", "H", "H", "H", "H", "C", "C", "O", "H", "H", "H", "H", "H", "H", "C", "C", "O", "H", "H", "H", "H", "H", "H", "C", "C", "O", "H", "H", "H", "H", "H", "H"],
  "coordinates": [[1.236, 1.099, 0.895], [0.432, 2.239, 1.785], [-1.169, 1.840, 1.827], [-2.154, 3.117, 2.165], [-3.059, 3.607, 0.849], [-4.674, 3.634, 1.206], [-5.653, 3.605, -0.114], [-6.762, 2.394, -0.018], [-6.553, 1.203, -1.155], [-5.045, 0.552, -1.177], [-4.761, -0.712, -0.473], [-3.834, -1.609, -1.243], [-2.627, -2.084, 0.148], [-4.778, -2.930, -1.445], [-5.038, -3.467, -0.068], [-4.906, -4.932, -0.045], [-5.379, -5.366, 1.323], [-5.845, -5.546, -1.039], [-3.511, -5.434, -0.160], [-3.296, -0.738, -2.510], [-3.375, -1.281, -4.041], [-2.973, -2.834, -4.306], [-1.705, -3.418, -3.458], [-0.228, -2.796, -3.938], [0.032, -2.651, -5.247], [0.734, -2.454, -2.872], [-1.908, 0.154, -2.378], [-2.060, 1.721, -2.829], [-2.490, 1.941, -4.217], [-1.832, 3.198, -4.695], [-0.599, 3.236, -5.232], [-4.386, 0.295, -2.506], [1.004, 1.249, -0.256], [0.796, 0.039, 1.207], [2.396, 1.102, 1.091], [0.642, 3.286, 1.296], [0.884, 2.180, 2.876], [-1.309, 1.036, 2.686], [-1.442, 1.382, 0.780], [-2.947, 2.716, 2.955], [-1.561, 4.041, 2.634], [-2.820, 2.872, -0.032], [-2.651, 4.664, 0.539], [-4.930, 2.701, 1.902], [-4.900, 4.599, 1.869], [-6.231, 4.626, -0.131], [-5.027, 3.567, -1.130], [-7.813, 2.888, -0.275], [-6.835, 1.958, 1.068], [-7.392, 0.371, -0.996], [-6.781, 1.692, -2.204], [-4.227, 1.280, -0.689], [-2.824, -1.126, 1.156], [-4.219, -3.813, -2.008], [-5.815, -2.667, -1.919], [-4.460, -1.051, -4.457], [-2.632, -0.618, -4.700], [-2.701, -2.976, -5.459], [-3.955, -3.497, -4.156], [-1.840, -3.387, -2.296], [-1.628, -4.577, -3.739], [0.211, -2.513, -2.013], [-1.006, -0.288, -3.017], [-1.499, 0.172, -1.257], [-2.812, 2.342, -2.145], [-1.015, 2.288, -2.714], [-2.453, 4.184, -4.554], [4.385, 4.574, 0.931], [4.037, 4.706, 2.399], [3.462, 3.497, 2.872], [3.492, 4.338, 0.343], [4.825, 5.500, 0.550], [5.095, 3.755, 0.774], [3.310, 5.511, 2.549], [4.927, 4.929, 2.995], [4.118, 2.790, 2.742], [7.895, 0.823, -1.400], [6.964, 0.997, -0.218], [7.217, 2.240, 0.420], [8.940, 0.861, -1.075], [7.716, -0.133, -1.900], [7.757, 1.632, -2.125], [7.120, 0.199, 0.514], [5.917, 0.973, -0.537], [7.067, 2.942, -0.236], [7.602, 0.483, 4.330], [6.600, -0.628, 4.095], [6.794, -1.192, 2.807], [7.498, 1.263, 3.569], [7.463, 0.932, 5.317], [8.626, 0.102, 4.257], [5.578, -0.239, 4.146], [6.706, -1.418, 4.844], [7.701, -1.542, 2.774], [5.827, -3.873, -0.912], [7.072, -3.181, -1.426], [7.093, -1.831, -0.986], [4.927, -3.359, -1.265], [5.793, -4.914, -1.246], [5.797, -3.853, 0.182], [7.088, -3.184, -2.520], [7.977, -3.681, -1.067], [7.088, -1.839, -0.014], [0.911, 8.319, 2.744], [-0.007, 7.116, 2.680], [0.414, 6.239, 1.645], [0.911, 8.854, 1.789], [0.598, 9.007, 3.534], [1.943, 8.009, 2.936], [-1.033, 7.429, 2.467], [-0.003, 6.569, 3.628], [1.323, 5.961, 1.849], [3.774, -1.862, 2.945], [2.924, -2.708, 2.020], [2.699, -2.016, 0.800], [3.282, -0.906, 3.153], [3.953, -2.380, 3.892], [4.738, -1.631, 2.482], [1.953, -2.919, 2.477], [3.415, -3.660, 1.797], [3.567, -1.841, 0.398], [-7.004, -8.546, -0.071], [-7.024, -9.307, -1.381], [-7.702, -10.543, -1.214], [-6.508, -9.134, 0.708], [-6.481, -7.592, -0.182], [-8.023, -8.351, 0.278], [-6.004, -9.520, -1.715], [-7.530, -8.732, -2.162], [-8.609, -10.343, -0.925]],
  "total_charge": -1,
  "homo_ev": -4.48,
  "e_lumo_ev": 1.556,
  "total_energy_ha": -3117.25693
}

=====

{
  "formula": "C8H17BFN5O4S",
  "method": "the ωB97M-V functional and the def2-TZVPD basis",
  "species": ["N", "C", "C", "N", "B", "O", "O", "S", "O", "O", "F", "H", "H", "H", "H", "H", "H", "H", "H", "C", "C", "N", "H", "H", "H", "C", "C", "N", "H", "H", "H", "C", "C", "N", "H", "H", "H"],
  "coordinates": [[-1.642, -1.986, 4.697], [-2.678, -0.975, 4.882], [-2.501, 0.239, 3.969], [-2.158, -0.143, 2.563], [-3.289, -0.757, 1.795], [-3.967, -0.012, 0.897], [-3.599, -2.077, 2.002], [-1.224, 0.967, 1.820], [-1.935, 1.985, 1.134], [-0.132, 1.303, 2.659], [-0.663, 0.014, 0.701], [-1.153, -1.828, 3.824], [-2.025, -2.918, 4.640], [-3.692, -1.383, 4.786], [-2.616, -0.582, 5.899], [-1.706, 0.871, 4.354], [-3.417, 0.833, 3.977], [-4.496, -0.552, 0.303], [-3.781, -2.338, 2.905], [0.016, 3.266, -1.003], [0.787, 3.473, -2.224], [1.410, 3.604, -3.179], [-0.984, 3.682, -1.106], [-0.073, 2.200, -0.806], [0.512, 3.741, -0.159], [2.505, 0.373, -1.599], [3.297, -0.659, -2.256], [3.922, -1.471, -2.774], [2.700, 1.341, -2.058], [1.447, 0.139, -1.700], [2.762, 0.416, -0.541], [4.936, -1.725, -5.961], [4.317, -1.932, -7.266], [3.827, -2.097, -8.291], [4.213, -1.879, -5.165], [5.757, -2.427, -5.828], [5.323, -0.710, -5.892]],
  "homo_ev": -10.20,
  "e_lumo_ev": -0.163,
  "total_energy_ha": -1412.76421,
  "smiles": "NCCN(B(O)O)S(=O)(=O)F.CC#N.CC#N.CC#N"
}